No. 1
{
  "formula": "C37H49N8O15",
  "method": "wB97M-V/def2-TZVPD",
  "species": ["C", "O", "O", "O", "H", "C", "C", "C", "C", "C", "C", "N", "O", "O", "H", "H", "H", "H", "H", "C", "C", "C", "C", "C", "C", "N", "O", "O", "H", "H", "H", "H", "H", "C", "C", "C", "C", "C", "C", "N", "O", "O", "H", "H", "H", "H", "H", "C", "C", "C", "C", "C", "C", "N", "O", "O", "H", "H", "H", "H", "H", "C", "O", "N", "C", "C", "H", "H", "H", "H", "H", "H", "H", "C", "O", "N", "C", "C", "H", "H", "H", "H", "H", "H", "H", "C", "O", "N", "C", "C", "H", "H", "H", "H", "H", "H", "H", "C", "O", "N", "C", "C", "H", "H", "H", "H", "H", "H", "H"],
  "xyz": [[33.318, 9.843, 12.980], [32.239, 9.768, 13.492], [33.697, 11.011, 12.328], [34.121, 8.877, 12.965], [33.086, 11.740, 12.516], [32.421, 8.835, 17.995], [32.995, 8.727, 16.574], [34.466, 8.239, 16.453], [35.157, 7.826, 17.700], [34.403, 7.645, 19.016], [32.990, 8.343, 19.118], [36.548, 7.332, 17.663], [37.089, 7.152, 18.787], [37.140, 7.228, 16.629], [31.449, 9.494, 18.122], [32.411, 9.031, 15.769], [34.910, 8.236, 15.429], [34.938, 7.266, 19.930], [32.521, 8.659, 20.073], [32.676, 12.903, 9.267], [34.019, 12.174, 9.127], [35.104, 13.051, 8.436], [34.724, 14.507, 7.934], [33.383, 15.076, 8.224], [32.339, 14.118, 8.925], [35.884, 15.284, 7.423], [37.119, 15.111, 7.704], [35.627, 16.340, 6.727], [31.866, 12.280, 9.974], [34.311, 11.202, 9.167], [35.884, 12.589, 8.209], [33.269, 16.117, 7.983], [31.339, 14.369, 9.173], [27.004, 11.572, 14.287], [27.979, 10.650, 13.702], [29.172, 11.382, 12.945], [29.381, 12.885, 13.026], [28.135, 13.693, 13.420], [26.964, 13.026, 14.152], [30.535, 13.491, 12.306], [31.581, 12.777, 12.039], [30.446, 14.592, 11.739], [26.295, 11.072, 14.862], [27.865, 9.547, 13.735], [29.952, 10.834, 12.595], [28.103, 14.787, 13.316], [26.051, 13.521, 14.596], [38.572, 8.044, 13.493], [37.348, 8.718, 12.922], [37.338, 9.266, 11.495], [38.748, 9.409, 10.855], [39.958, 8.887, 11.568], [39.800, 8.159, 12.911], [38.920, 10.178, 9.694], [39.929, 9.876, 8.883], [37.936, 10.889, 9.355], [38.644, 7.492, 14.485], [36.458, 8.594, 13.608], [36.473, 9.704, 11.015], [40.946, 9.056, 11.042], [40.502, 7.742, 13.512], [31.395, 5.155, 11.460], [30.547, 4.233, 11.160], [32.105, 4.979, 12.590], [32.998, 6.067, 13.059], [31.920, 3.854, 13.396], [31.795, 5.927, 10.815], [32.490, 7.015, 13.079], [33.928, 5.903, 12.636], [33.228, 6.143, 14.115], [32.817, 3.388, 14.079], [31.485, 2.916, 12.987], [31.340, 3.802, 14.274], [33.755, 13.648, 15.064], [33.758, 14.870, 14.769], [34.874, 13.035, 15.669], [34.723, 11.700, 16.232], [36.143, 13.662, 15.696], [32.845, 13.061, 15.058], [34.432, 11.014, 15.559], [33.711, 11.919, 16.661], [35.568, 11.482, 16.816], [36.230, 14.282, 16.745], [36.133, 14.349, 15.035], [36.894, 13.037, 15.356], [38.517, 12.778, 12.606], [39.700, 13.241, 12.583], [37.635, 13.324, 11.752], [36.318, 12.755, 11.893], [37.869, 14.347, 10.660], [38.156, 11.855, 13.291], [35.931, 11.815, 11.429], [35.527, 13.387, 11.418], [36.203, 12.803, 12.917], [38.214, 13.752, 9.721], [38.640, 14.788, 10.806], [37.062, 15.097, 10.482], [30.402, 7.288, 8.958], [31.169, 7.133, 7.991], [30.574, 8.186, 9.899], [29.549, 8.289, 11.017], [31.716, 8.985, 10.056], [29.564, 6.594, 8.967], [29.984, 8.127, 12.094], [28.544, 7.646, 10.839], [29.275, 9.348, 11.073], [32.416, 8.565, 10.739], [31.463, 9.991, 10.533], [32.434, 9.087, 9.112]],
  "relative_energy_kcal_mol": 44.0,
  "total_charge": -1,
  "e_tot_ha": -3004.9805,
  "e_lumo_ev": 0.025,
  "gap_ha": 0.230
}

=====

No. 2
{
  "formula": "C37H50AlBN4OPS2",
  "method": "wB97M-V/def2-TZVPD",
  "species": ["Al", "C", "N", "C", "C", "C", "C", "C", "C", "C", "C", "H", "H", "H", "H", "H", "H", "H", "H", "H", "H", "H", "H", "C", "C", "C", "C", "N", "C", "S", "N", "C", "C", "C", "C", "H", "H", "H", "H", "H", "H", "H", "H", "H", "H", "H", "H", "H", "H", "H", "H", "H", "H", "H", "H", "B", "C", "N", "H", "H", "H", "S", "O", "P", "C", "C", "C", "C", "C", "C", "C", "C", "C", "C", "C", "C", "C", "C", "C", "C", "C", "C", "H", "H", "H", "H", "H", "H", "H", "H", "H", "H", "H", "H", "H", "H", "H"],
  "xyz": [[-0.493, 0.782, 0.820], [-1.781, 0.471, -2.994], [-1.914, 1.279, -1.798], [-3.312, 1.371, -1.415], [-1.364, 2.606, -2.002], [-1.129, 3.365, -0.717], [-1.169, 4.754, -0.781], [-0.868, 5.530, 0.332], [-0.492, 4.906, 1.509], [-0.424, 3.519, 1.555], [-0.773, 2.708, 0.469], [-2.356, 0.892, -3.839], [-2.146, -0.539, -2.804], [-0.732, 0.400, -3.282], [-3.942, 1.691, -2.265], [-3.428, 2.095, -0.608], [-3.670, 0.400, -1.071], [-2.012, 3.199, -2.675], [-0.402, 2.491, -2.510], [-1.441, 5.235, -1.716], [-0.907, 6.611, 0.270], [-0.219, 5.490, 2.379], [-0.076, 3.046, 2.468], [2.018, -0.773, -4.535], [2.841, 0.442, -4.118], [2.285, 1.065, -2.845], [3.126, 2.207, -2.295], [2.570, 2.847, -1.105], [3.080, 2.676, 0.156], [2.947, 3.946, 1.253], [3.639, 1.489, 0.411], [4.160, 1.081, 1.712], [5.676, 0.922, 1.682], [6.435, 2.247, 1.639], [6.357, 3.024, 2.949], [2.395, -1.226, -5.454], [0.971, -0.505, -4.699], [2.039, -1.526, -3.744], [2.864, 1.183, -4.926], [3.882, 0.142, -3.956], [2.178, 0.299, -2.076], [1.275, 1.442, -3.036], [3.246, 2.978, -3.063], [4.133, 1.845, -2.061], [2.215, 3.782, -1.221], [3.367, 0.719, -0.189], [3.684, 0.142, 1.989], [3.846, 1.825, 2.440], [5.944, 0.315, 0.811], [5.976, 0.348, 2.565], [6.023, 2.865, 0.834], [7.483, 2.057, 1.387], [5.334, 3.348, 3.145], [6.985, 3.916, 2.919], [6.687, 2.405, 3.788], [2.206, -1.755, 2.413], [1.255, -0.648, 1.716], [0.603, 0.332, 2.198], [1.526, -2.753, 2.624], [3.118, -2.087, 1.662], [2.631, -1.311, 3.472], [0.998, -0.716, -0.152], [-1.863, -0.422, 0.563], [-2.320, -1.854, 0.626], [-4.043, -1.814, 1.190], [-4.781, -2.991, 1.313], [-6.088, -2.950, 1.767], [-6.664, -1.734, 2.118], [-5.926, -0.565, 2.023], [-4.617, -0.604, 1.558], [-2.338, -2.648, -0.991], [-1.143, -3.106, -1.547], [-1.147, -3.675, -2.811], [-2.332, -3.779, -3.528], [-3.520, -3.316, -2.982], [-3.526, -2.753, -1.714], [-1.539, -2.919, 1.822], [-1.209, -2.382, 3.064], [-0.832, -3.229, 4.092], [-0.789, -4.599, 3.888], [-1.105, -5.133, 2.646], [-1.487, -4.296, 1.610], [-4.327, -3.943, 1.063], [-6.657, -3.867, 1.857], [-7.685, -1.703, 2.477], [-6.364, 0.381, 2.313], [-4.030, 0.303, 1.498], [-0.219, -2.984, -0.992], [-0.218, -4.031, -3.239], [-2.329, -4.224, -4.516], [-4.444, -3.387, -3.543], [-4.455, -2.390, -1.296], [-1.183, -1.309, 3.210], [-0.531, -2.806, 5.040], [-0.477, -5.254, 4.691], [-1.043, -6.200, 2.479], [-1.719, -4.712, 0.637]],
  "relative_energy_kcal_mol": 67.1,
  "total_charge": -1,
  "e_tot_ha": -3139.3619,
  "e_lumo_ev": 2.146,
  "gap_ha": 0.204
}

=====

No. 3
{
  "formula": "C37H50B2BrF4MnN9O3",
  "method": "wB97M-V/def2-TZVPD",
  "species": ["Mn", "C", "C", "C", "C", "C", "C", "C", "C", "C", "N", "N", "B", "N", "N", "C", "C", "C", "C", "C", "C", "C", "C", "C", "N", "N", "C", "C", "C", "C", "C", "C", "C", "C", "C", "H", "H", "H", "H", "H", "H", "H", "H", "H", "H", "H", "H", "H", "H", "H", "H", "H", "H", "H", "H", "H", "H", "H", "H", "H", "H", "H", "H", "H", "H", "H", "H", "H", "H", "H", "H", "H", "H", "H", "H", "H", "H", "H", "H", "H", "H", "Br", "C", "C", "C", "C", "C", "C", "C", "O", "O", "H", "H", "H", "H", "O", "N", "C", "C", "N", "C", "N", "F", "B", "F", "F", "F"],
  "xyz": [[-0.210, 0.465, -0.112], [-4.172, -2.951, -0.358], [-3.354, -1.661, -0.271], [-4.287, -0.445, -0.309], [-2.477, -1.678, 0.951], [-2.757, -2.265, 2.191], [-1.618, -2.093, 2.956], [-1.375, -2.499, 4.378], [-1.578, -1.296, 5.307], [-2.269, -3.670, 4.783], [-0.711, -1.459, 2.192], [-1.236, -1.187, 0.981], [0.755, -1.093, 2.502], [0.988, 0.434, 2.544], [0.785, 1.197, 1.447], [1.135, 2.465, 1.740], [1.550, 2.495, 3.068], [1.428, 1.200, 3.545], [1.693, 0.759, 4.953], [0.750, 1.518, 5.898], [3.156, 1.003, 5.336], [1.165, 3.622, 0.776], [-0.224, 4.099, 0.336], [1.928, 4.799, 1.385], [1.630, -1.668, 1.366], [1.375, -1.322, 0.075], [2.199, -2.028, -0.695], [3.003, -2.841, 0.120], [2.616, -2.586, 1.417], [3.227, -3.238, 2.628], [3.852, -2.234, 3.601], [2.269, -4.194, 3.344], [2.330, -2.022, -2.193], [3.566, -1.210, -2.602], [1.095, -1.543, -2.944], [-4.667, -3.017, -1.328], [-4.944, -2.971, 0.415], [-3.537, -3.830, -0.233], [-2.701, -1.612, -1.143], [-4.963, -0.454, 0.550], [-4.893, -0.459, -1.219], [-3.713, 0.476, -0.280], [-3.671, -2.752, 2.485], [-0.338, -2.826, 4.468], [-2.638, -1.041, 5.367], [-1.052, -0.427, 4.914], [-1.213, -1.520, 6.313], [-3.316, -3.364, 4.823], [-1.985, -4.033, 5.772], [-2.178, -4.493, 4.072], [1.067, -1.560, 3.547], [1.887, 3.351, 3.624], [1.481, -0.307, 5.043], [1.077, 2.554, 6.009], [0.735, 1.052, 6.886], [-0.263, 1.525, 5.494], [3.381, 2.071, 5.315], [3.835, 0.503, 4.644], [3.347, 0.630, 6.344], [1.710, 3.300, -0.111], [-0.800, 4.444, 1.198], [-0.784, 3.310, -0.152], [-0.121, 4.922, -0.372], [1.381, 5.212, 2.236], [2.035, 5.585, 0.638], [2.925, 4.500, 1.712], [3.771, -3.525, -0.203], [4.041, -3.847, 2.226], [3.086, -1.647, 4.105], [4.516, -1.551, 3.068], [4.437, -2.764, 4.356], [1.446, -3.651, 3.805], [2.800, -4.742, 4.126], [1.851, -4.916, 2.641], [2.511, -3.069, -2.461], [3.385, -0.147, -2.445], [3.785, -1.364, -3.661], [4.438, -1.500, -2.015], [1.010, -0.462, -2.874], [0.187, -1.994, -2.541], [1.176, -1.801, -4.001], [-6.214, 4.691, 0.013], [-5.269, 3.931, 1.485], [-5.729, 4.179, 2.767], [-5.044, 3.620, 3.838], [-3.932, 2.824, 3.614], [-3.486, 2.580, 2.320], [-4.156, 3.147, 1.244], [-2.270, 1.684, 2.114], [-1.735, 1.214, 3.120], [-1.951, 1.512, 0.892], [-6.601, 4.799, 2.925], [-5.384, 3.807, 4.849], [-3.384, 2.374, 4.432], [-3.800, 2.979, 0.236], [-1.065, 0.028, -1.664], [-1.321, 1.295, -1.766], [-1.835, 1.759, -2.845], [-2.128, 3.155, -2.936], [-2.446, 4.253, -3.034], [-2.208, 0.915, -3.940], [-2.525, 0.219, -4.796], [1.408, 1.360, -1.365], [1.833, 2.299, -2.442], [2.965, 2.952, -1.983], [0.768, 3.178, -2.637], [2.091, 1.539, -3.570]],
  "relative_energy_kcal_mol": 22.2,
  "multiplicity": 5,
  "total_charge": -1,
  "e_tot_ha": -6333.0949,
  "e_lumo_ev": [0.669, 1.654],
  "gap_ha": [0.268, 0.304],
  "s_squared": 6.0633
}

=====

No. 4
{
  "formula": "C37H50BN7O12PS",
  "method": "wB97M-V/def2-TZVPD",
  "species": ["C", "C", "C", "C", "C", "C", "C", "C", "C", "C", "N", "C", "N", "P", "O", "N", "O", "B", "O", "O", "C", "C", "S", "H", "H", "H", "H", "H", "H", "H", "H", "H", "H", "H", "H", "H", "H", "H", "H", "H", "H", "H", "H", "H", "H", "H", "H", "H", "H", "H", "H", "H", "H", "C", "C", "C", "C", "C", "C", "N", "O", "O", "H", "H", "H", "H", "H", "C", "C", "C", "C", "C", "C", "N", "O", "O", "H", "H", "H", "H", "H", "C", "C", "C", "C", "C", "C", "N", "O", "O", "H", "H", "H", "H", "H", "C", "C", "C", "C", "C", "C", "N", "O", "O", "H", "H", "H", "H", "H"],
  "xyz": [[-0.583, 3.278, -5.510], [0.229, 4.493, -5.034], [0.120, 4.746, -3.527], [0.563, 3.563, -2.654], [1.961, 3.019, -2.959], [3.096, 3.918, -2.434], [3.753, 3.396, -1.152], [4.412, 2.007, -1.277], [4.285, 1.130, -0.020], [4.395, -0.383, -0.249], [3.103, -1.135, -0.143], [2.143, -0.764, -1.096], [1.097, -0.010, -0.840], [0.567, 0.550, 0.721], [-0.592, -0.202, 1.230], [2.380, -1.331, -2.288], [1.294, -1.439, -3.141], [1.673, -1.303, -4.520], [2.648, -0.399, -4.784], [0.973, -2.026, -5.446], [3.224, -2.539, -2.057], [3.244, -2.577, -0.527], [1.783, -3.451, 0.159], [-1.023, 3.449, -6.495], [-1.411, 3.062, -4.824], [0.027, 2.369, -5.576], [1.283, 4.364, -5.310], [-0.116, 5.391, -5.555], [-0.928, 4.968, -3.286], [0.688, 5.642, -3.255], [-0.178, 2.754, -2.762], [0.530, 3.883, -1.605], [2.067, 2.028, -2.494], [2.072, 2.835, -4.032], [2.697, 4.916, -2.222], [3.867, 4.062, -3.201], [4.516, 4.125, -0.857], [3.021, 3.396, -0.331], [4.037, 1.476, -2.162], [5.485, 2.152, -1.456], [5.086, 1.395, 0.677], [3.361, 1.370, 0.518], [4.870, -0.572, -1.223], [5.031, -0.846, 0.510], [0.507, 0.211, -1.638], [0.265, 1.873, 0.389], [1.715, 0.507, 1.507], [2.794, -0.276, -5.726], [1.381, -2.834, -5.764], [2.781, -3.416, -2.526], [4.207, -2.355, -2.500], [4.120, -3.032, -0.069], [1.274, -3.826, -1.020], [-3.662, -0.610, 2.276], [-4.385, -0.143, 1.185], [-5.692, 0.290, 1.342], [-6.245, 0.248, 2.608], [-5.549, -0.209, 3.712], [-4.244, -0.644, 3.537], [-7.633, 0.718, 2.790], [-8.230, 1.097, 1.806], [-8.091, 0.697, 3.912], [-2.640, -0.936, 2.141], [-3.928, -0.114, 0.204], [-6.277, 0.655, 0.512], [-6.026, -0.219, 4.681], [-3.674, -1.003, 4.382], [2.185, -8.928, -4.653], [2.756, -8.208, -3.611], [3.300, -6.956, -3.847], [3.253, -6.454, -5.136], [2.696, -7.152, -6.193], [2.157, -8.403, -5.939], [3.818, -5.122, -5.400], [4.300, -4.505, -4.464], [3.760, -4.689, -6.529], [1.763, -9.905, -4.463], [2.784, -8.624, -2.613], [3.763, -6.385, -3.057], [2.689, -6.724, -7.184], [1.717, -8.969, -6.748], [-4.971, -3.396, 9.930], [-4.477, -4.124, 8.856], [-3.771, -3.487, 7.849], [-3.577, -2.121, 7.950], [-4.058, -1.372, 9.008], [-4.764, -2.025, 10.005], [-2.828, -1.434, 6.885], [-2.434, -2.098, 5.945], [-2.654, -0.239, 6.990], [-5.521, -3.900, 10.713], [-4.642, -5.191, 8.799], [-3.379, -4.028, 7.001], [-3.884, -0.307, 9.041], [-5.152, -1.460, 10.842], [-2.198, 4.224, 3.735], [-1.627, 3.674, 2.593], [-0.990, 4.488, 1.677], [-0.920, 5.845, 1.929], [-1.481, 6.420, 3.053], [-2.129, 5.592, 3.959], [-0.211, 6.699, 0.958], [0.268, 6.156, -0.021], [-0.141, 7.882, 1.190], [-2.696, 3.582, 4.451], [-1.689, 2.606, 2.420], [-0.551, 4.093, 0.773], [-1.409, 7.486, 3.208], [-2.576, 6.021, 4.845]],
  "total_charge": 1,
  "e_tot_ha": -3489.9768,
  "e_lumo_ev": -3.196,
  "gap_ha": 0.296
}